Formula: C3H10NOSi
Source: the Open Molecules 2025 dataset
Level of theory: the ωB97M-V functional and the def2-TZVPD basis

Geometry as XYZ:
```
16
Properties=species:S:1:pos:R:3:forces:R:3
C 2.2671 -0.0955 0.3408 0.842 0.035 -1.867
C -1.7001 0.8277 1.0926 0.680 -0.090 1.766
C -0.4599 -1.4059 -0.9221 1.424 0.222 0.959
N 1.0327 0.4958 0.6704 -1.250 1.890 -1.385
O 0.5757 1.6274 -0.7363 0.254 -2.020 1.771
Si -0.5606 0.4380 -0.3897 -0.213 0.154 0.257
H 3.1066 0.2485 0.9986 -0.472 -0.759 -0.069
H 2.1518 -1.2203 0.2042 0.488 0.948 0.523
H 2.5919 0.2756 -0.6809 -0.343 -0.487 0.821
H -1.3642 1.8214 1.4594 0.341 -0.628 0.239
H -2.5896 1.1157 0.6613 -2.429 0.403 -1.209
H -2.0422 0.1945 1.9831 1.127 0.494 -1.111
H -1.4274 -1.6718 -1.2804 -0.763 -0.539 -0.222
H 0.2289 -1.3746 -1.7864 -0.132 -0.362 0.271
H -0.0650 -2.1178 -0.1114 -0.575 0.944 -1.223
H -1.7455 0.8413 -1.5031 1.021 -0.203 0.479
```
Forces are in eV/Å.

Computed properties:
LUMO level, eV: 4.34
Total charge: -1
Energy relative to the best compared isomer or geometry (same formula, charge and spin), kJ/mol: 250.9
Spin multiplicity: 1

Which charges does Löwdin predict for the atoms? In e, they are:
1 C -0.283
2 C -0.248
3 C -0.255
4 N -0.118
5 O -0.340
6 Si 0.099
7 H 0.050
8 H 0.064
9 H 0.077
10 H 0.014
11 H -0.071
12 H 0.030
13 H -0.032
14 H 0.008
15 H 0.030
16 H -0.025

=====

Formula: C43H110N11O8S2
Source: the Open Molecules 2025 dataset
Level of theory: the ωB97M-V functional and the def2-TZVPD basis

Geometry as XYZ:
```
174
Properties=species:S:1:pos:R:3:forces:R:3
C -6.4044 0.8261 -1.5889 0.191 0.079 0.236
C -5.7247 1.7404 -0.5660 -0.345 0.099 -0.088
C -5.3465 1.0134 0.7234 -0.057 -0.351 -0.157
C -4.0586 0.1833 0.6100 -0.583 0.257 -0.340
N -2.9604 0.9408 0.0129 0.914 -0.289 1.596
C -1.9510 0.1524 -0.7325 -0.525 -0.054 -0.859
C -1.6287 -1.2271 -0.1683 0.277 -0.067 0.154
C -1.0054 -1.1903 1.2317 0.216 -0.250 -0.264
C -0.9048 -2.5848 1.8835 -0.093 -0.166 -0.184
N -1.5312 -2.6860 3.2160 0.808 1.246 -0.122
C -2.9738 -2.3145 3.2565 -0.115 -0.827 -0.115
O -3.6659 -3.2380 4.0115 -0.221 -0.127 0.145
C -5.0869 -3.1082 3.8508 0.248 0.214 -0.298
C -0.8259 -2.3427 4.2847 -0.425 -0.750 0.315
N 0.4325 -1.7208 4.2661 -0.341 0.382 -0.012
N -1.3811 -2.6702 5.4719 0.337 0.502 -0.342
C -2.4651 2.0215 0.7350 -0.066 0.073 -0.573
S -1.5660 3.1802 0.0287 0.008 0.102 -0.314
S -2.8706 2.2052 2.4907 -0.252 -0.289 0.022
C -1.2645 2.0029 3.3462 0.205 0.477 -0.020
C -0.0091 2.6455 2.7444 0.404 -0.477 0.252
C 0.7185 1.5926 1.8857 -0.675 0.383 0.417
H -6.5807 1.3686 -2.5158 -0.041 -0.108 -0.069
H -7.3617 0.4739 -1.2011 -0.022 -0.009 -0.058
H -5.7945 -0.0531 -1.8100 0.011 0.028 -0.107
H -4.8618 2.2253 -1.0256 0.093 -0.020 0.124
H -6.4239 2.5414 -0.3152 0.045 0.022 0.003
H -5.3179 1.6842 1.5824 0.154 0.107 -0.083
H -6.1435 0.2908 0.9359 -0.011 0.084 0.162
H -3.7991 -0.2061 1.5967 0.067 -0.062 0.034
H -4.2901 -0.6555 -0.0472 0.228 -0.010 -0.078
H -2.3180 0.0191 -1.7545 0.056 -0.043 0.008
H -1.0303 0.7239 -0.8241 -0.116 0.209 0.082
H -2.4745 -1.9165 -0.2211 -0.141 0.137 0.129
H -0.8767 -1.6488 -0.8426 -0.101 -0.029 -0.079
H -1.5242 -0.4759 1.8762 -0.109 -0.094 0.042
H 0.0117 -0.8122 1.1115 -0.144 0.044 0.147
H 0.1368 -2.8843 1.9766 -0.060 -0.103 0.019
H -1.3775 -3.3432 1.2584 -0.105 0.017 0.040
H -3.3054 -2.3107 2.2129 0.049 -0.027 -0.025
H -3.0709 -1.2947 3.6542 0.034 -0.033 0.068
H -5.3945 -3.6236 2.9383 -0.091 -0.103 0.104
H -5.5525 -3.5331 4.7335 -0.064 -0.052 -0.035
H -5.3622 -2.0540 3.7494 -0.061 -0.011 0.191
H 0.3434 -0.7516 3.9558 0.092 -0.062 -0.087
H 1.0708 -2.1795 3.6214 0.048 -0.019 0.132
H -1.5019 -1.9757 6.1925 0.754 -0.344 0.425
H -1.6341 -3.6332 5.6303 -0.905 0.255 -0.109
H -1.4903 2.4342 4.3235 -0.064 0.023 -0.051
H -1.0700 0.9389 3.5091 -0.117 -0.068 -0.019
H 0.6445 2.9401 3.5704 -0.035 0.032 0.008
H -0.2499 3.5468 2.1879 0.002 -0.070 -0.014
H 1.6110 1.9566 1.3826 0.026 0.045 0.024
H 0.9642 0.7565 2.5510 0.321 -0.003 -0.127
H -0.0108 1.2161 1.1707 0.394 0.063 -0.216
C 6.1971 5.6323 1.8081 0.007 0.083 0.017
C 5.4638 5.0760 0.5932 0.135 -0.317 -0.002
C 3.9921 4.7180 0.8309 -0.300 0.372 -0.326
O 3.7737 3.5314 1.5805 -0.115 0.730 1.130
C 3.8929 3.6825 2.9817 -0.042 -0.111 0.039
N 6.2106 3.9356 0.0445 0.534 0.190 0.552
H 6.4937 4.8427 2.4991 -0.036 -0.024 -0.009
H 7.1089 6.1361 1.4901 0.023 -0.034 -0.005
H 5.5825 6.3533 2.3510 -0.008 0.008 0.009
H 5.4589 5.8572 -0.1730 -0.091 -0.008 -0.028
H 3.5502 4.5198 -0.1492 0.077 0.078 0.305
H 3.4327 5.5504 1.2791 0.125 0.004 0.136
H 3.5070 4.6516 3.3130 0.024 -0.003 0.006
H 4.9266 3.5729 3.3158 -0.005 0.073 0.023
H 3.3017 2.8919 3.4472 -0.014 -0.010 0.000
H 5.7701 3.6611 -0.8315 0.623 0.600 1.762
H 6.0649 3.1430 0.6647 0.289 0.364 0.166
C 4.3122 1.7691 -0.4690 -0.329 -0.534 -0.106
C 3.8881 2.3677 -1.8075 0.175 -0.326 0.005
C 4.1458 1.4666 -3.0226 -0.193 0.058 -0.190
O 5.4883 1.3621 -3.4424 0.057 0.127 0.102
C 6.3108 0.5009 -2.6788 0.083 -0.011 -0.045
N 4.5014 3.6933 -1.9368 -0.730 -0.181 -1.689
H 5.3868 1.8542 -0.3058 -0.292 -0.485 -0.196
H 3.8216 2.3096 0.3426 0.289 -0.552 -0.482
H 4.0369 0.7149 -0.3918 -0.024 -0.078 -0.175
H 2.8029 2.5121 -1.7712 -0.027 0.014 -0.052
H 3.6203 1.8999 -3.8785 -0.003 -0.009 -0.031
H 3.7228 0.4647 -2.8579 0.006 0.038 0.114
H 5.7524 -0.3722 -2.3257 -0.009 0.007 0.021
H 6.7582 1.0142 -1.8245 -0.042 -0.036 0.050
H 7.1177 0.1632 -3.3284 -0.022 -0.001 -0.020
H 4.1226 4.1705 -2.7493 -0.047 0.011 -0.061
H 5.4882 3.5677 -2.1476 -0.236 -0.093 -1.035
C -4.0633 -6.3012 9.2120 0.071 -0.003 0.052
C -3.9206 -5.2471 8.1199 -0.103 -0.110 -0.019
C -4.6351 -3.9213 8.4104 0.114 0.120 0.002
O -6.0373 -3.9421 8.2615 -0.008 -0.072 -0.047
C -6.7601 -4.5082 9.3419 -0.070 0.054 -0.034
N -4.3362 -5.8286 6.8376 0.072 0.253 -0.027
H -5.0304 -6.8009 9.1661 -0.028 0.037 -0.002
H -3.3007 -7.0690 9.0879 -0.017 -0.012 -0.032
H -3.9480 -5.8648 10.2056 -0.009 0.011 -0.002
H -2.8550 -5.0010 8.0421 0.000 0.045 0.028
H -4.2882 -3.1896 7.6716 -0.014 0.020 0.002
H -4.3597 -3.5370 9.4025 -0.001 -0.079 0.022
H -6.2962 -4.2604 10.3011 0.014 -0.018 0.007
H -6.8449 -5.5927 9.2511 0.042 -0.010 0.051
H -7.7627 -4.0849 9.3166 0.014 0.021 -0.007
H -4.1243 -5.1673 6.0946 0.007 -0.078 -0.057
H -5.3506 -5.8986 6.8412 0.014 -0.104 0.002
C -1.0857 1.7320 -6.6071 0.003 0.037 -0.003
C -1.3472 1.9971 -5.1288 0.003 -0.171 -0.091
C -0.0947 1.9622 -4.2467 0.005 0.152 0.195
O 0.4335 0.6746 -3.9813 -0.110 -0.060 -0.022
C 1.2433 0.1360 -5.0073 0.159 -0.060 0.046
N -2.3877 1.0784 -4.6515 0.070 0.044 0.179
H -0.9568 0.6707 -6.8153 0.033 -0.022 0.021
H -1.9326 2.0653 -7.2040 -0.035 -0.038 0.029
H -0.1966 2.2580 -6.9594 -0.001 -0.009 -0.007
H -1.7479 3.0118 -5.0399 0.038 0.018 0.048
H -0.3637 2.3533 -3.2645 -0.057 0.061 0.101
H 0.6914 2.6154 -4.6504 -0.017 -0.042 -0.107
H 1.8494 0.9190 -5.4729 0.023 -0.040 -0.081
H 0.6647 -0.3745 -5.7796 -0.032 0.064 -0.027
H 1.9080 -0.5912 -4.5403 0.023 -0.006 -0.024
H -2.6610 1.3409 -3.7080 -0.052 0.061 -0.061
H -1.9734 0.1542 -4.5612 -0.033 -0.012 -0.094
C 1.4541 -1.4040 10.7301 0.008 0.064 0.047
C 0.6594 -1.4180 9.4291 0.144 -0.142 0.003
C -0.7280 -2.0637 9.5404 -0.096 0.123 -0.102
O -0.7455 -3.4724 9.6124 0.037 -0.029 -0.053
C -0.4451 -4.0241 10.8847 -0.047 -0.074 -0.025
N 1.4788 -2.0297 8.3758 -0.263 -0.042 -0.048
H 1.9094 -2.3723 10.9354 -0.036 -0.027 -0.013
H 2.2633 -0.6784 10.6610 0.013 -0.024 -0.023
H 0.8256 -1.1317 11.5795 -0.003 -0.005 -0.005
H 0.4827 -0.3757 9.1424 -0.047 -0.007 -0.010
H -1.2748 -1.8263 8.6192 -0.040 0.002 0.020
H -1.2997 -1.6281 10.3710 0.069 -0.015 0.048
H -0.8591 -3.4098 11.6893 0.017 0.016 0.008
H 0.6298 -4.1388 11.0336 -0.004 0.048 0.043
H -0.9026 -5.0112 10.9245 -0.021 0.002 -0.016
H 1.0129 -1.9332 7.4773 0.093 0.077 -0.017
H 1.5064 -3.0326 8.5430 0.112 0.030 0.045
C -2.5725 2.3266 -12.5620 -0.003 0.069 -0.060
C -2.8250 2.6432 -11.0912 -0.032 -0.165 -0.048
C -1.5721 2.6123 -10.2074 0.002 0.118 0.065
O -1.0740 1.3230 -9.9038 -0.039 0.013 -0.076
C -0.3185 0.7121 -10.9322 0.030 -0.087 0.115
N -3.8848 1.7638 -10.5902 0.089 0.037 0.130
H -2.4694 1.2553 -12.7327 0.023 -0.011 0.036
H -3.4153 2.6659 -13.1631 -0.018 -0.025 0.019
H -1.6718 2.8224 -12.9289 0.002 -0.006 0.006
H -3.2023 3.6695 -11.0389 0.031 0.019 0.040
H -1.8378 3.0495 -9.2419 0.021 -0.018 0.015
H -0.7730 3.2336 -10.6354 -0.021 -0.034 -0.081
H 0.2891 1.4462 -11.4700 -0.010 0.004 -0.024
H -0.9526 0.1782 -11.6432 0.017 0.052 -0.054
H 0.3437 -0.0133 -10.4601 0.012 0.027 0.018
H -4.1603 2.0556 -9.6573 -0.055 0.036 -0.043
H -3.4928 0.8341 -10.4658 -0.035 -0.010 -0.068
C 6.3692 -2.2716 -6.7414 0.077 -0.055 -0.013
C 5.3027 -2.2468 -7.8323 -0.036 0.024 0.137
C 5.1278 -0.8877 -8.5217 -0.007 -0.047 -0.128
O 4.4555 0.0897 -7.7531 -0.001 0.017 0.052
C 5.2402 0.7330 -6.7657 -0.149 0.028 0.032
N 4.0438 -2.7553 -7.2778 -0.044 0.078 -0.079
H 6.0055 -1.8332 -5.8119 -0.022 0.037 -0.018
H 6.6505 -3.3012 -6.5221 -0.032 -0.003 0.008
H 7.2669 -1.7317 -7.0481 -0.008 0.008 0.003
H 5.6203 -2.9439 -8.6139 -0.017 0.028 -0.041
H 4.4999 -1.0374 -9.4038 -0.013 0.025 0.011
H 6.0938 -0.4984 -8.8715 0.029 -0.019 0.076
H 6.2633 0.9051 -7.1139 0.014 -0.028 0.007
H 5.2629 0.1683 -5.8323 0.100 0.020 0.008
H 4.7764 1.6969 -6.5568 0.003 0.012 -0.040
H 3.3669 -2.8744 -8.0255 0.028 -0.072 0.003
H 3.6502 -2.0281 -6.6861 0.026 -0.025 0.032
```
Forces are in eV/Å.

Computed properties:
LUMO level, eV: -3.98
Total charge: +1
Spin multiplicity: 1

These are the Löwdin partial charges, in e, on atoms 1 to 99:
1 C -0.099
2 C -0.249
3 C -0.203
4 C -0.226
5 N -0.173
6 C -0.171
7 C -0.165
8 C -0.167
9 C -0.105
10 N 0.030
11 C -0.190
12 O -0.163
13 C -0.038
14 C -0.347
15 N 0.168
16 N 0.233
17 C -1.025
18 S 0.762
19 S 0.896
20 C -0.470
21 C -0.303
22 C -0.106
23 H 0.075
24 H 0.075
25 H 0.066
26 H 0.099
27 H 0.111
28 H 0.073
29 H 0.116
30 H 0.069
31 H 0.120
32 H 0.117
33 H 0.086
34 H 0.106
35 H 0.131
36 H 0.087
37 H 0.104
38 H 0.120
39 H 0.137
40 H 0.133
41 H 0.144
42 H 0.101
43 H 0.090
44 H 0.096
45 H 0.081
46 H 0.112
47 H 0.120
48 H 0.135
49 H 0.073
50 H 0.030
51 H 0.103
52 H 0.054
53 H 0.072
54 H 0.058
55 H 0.013
56 C -0.067
57 C -0.405
58 C -0.191
59 O -0.265
60 C -0.087
61 N 0.031
62 H 0.065
63 H 0.077
64 H 0.078
65 H 0.139
66 H 0.099
67 H 0.126
68 H 0.095
69 H 0.081
70 H 0.077
71 H -0.016
72 H 0.056
73 C -0.056
74 C -0.373
75 C -0.205
76 O -0.194
77 C -0.094
78 N 0.019
79 H 0.057
80 H 0.044
81 H 0.087
82 H 0.141
83 H 0.113
84 H 0.121
85 H 0.092
86 H 0.080
87 H 0.090
88 H 0.108
89 H 0.087
90 C -0.061
91 C -0.435
92 C -0.218
93 O -0.191
94 C -0.095
95 N 0.050
96 H 0.069
97 H 0.079
98 H 0.079
99 H 0.121

=====

Formula: C4H6ClFOS
Source: the Open Molecules 2025 dataset
Level of theory: the ωB97M-V functional and the def2-TZVPD basis

Geometry as XYZ:
```
14
Properties=species:S:1:pos:R:3:forces:R:3
C -0.2896 1.9101 0.7857 -0.694 0.719 -0.100
C -0.4882 0.5528 0.2126 0.361 -1.009 -0.414
S -1.9265 0.3806 -0.8534 -0.316 -0.223 0.813
C -0.0721 -0.6443 1.0847 0.095 1.188 -0.002
O -0.9271 -1.6677 1.3145 -0.065 -0.909 1.085
C 0.6826 -0.3542 -0.1916 -0.539 -0.177 0.449
F 0.5177 -1.2420 -1.2254 -0.027 0.583 0.523
Cl 2.3017 0.2958 -0.1614 0.024 -0.135 -0.025
H -0.1823 2.6180 -0.0419 0.102 0.171 0.329
H -1.2101 2.1697 1.3527 0.548 -0.037 -0.323
H 0.5499 1.9757 1.4685 0.225 -0.024 -0.035
H -2.8052 0.2963 0.1933 0.331 0.063 -0.571
H 0.3769 -0.3505 2.0449 0.104 -0.076 -0.654
H -1.2728 -2.0945 0.5450 -0.149 -0.134 -1.076
```
Forces are in eV/Å.

Computed properties:
LUMO level, eV: 0.55
Energy relative to the best compared isomer or geometry (same formula, charge and spin), kJ/mol: 68.7
Spin multiplicity: 1

Which charges does Löwdin predict for the atoms? In e, they are:
1 C -0.119
2 C -0.749
3 S 0.831
4 C -0.325
5 O 0.026
6 C -0.798
7 F -0.009
8 Cl 0.734
9 H 0.084
10 H 0.094
11 H 0.071
12 H -0.091
13 H 0.164
14 H 0.085

=====

Formula: C4H4S
Source: the Open Molecules 2025 dataset
Level of theory: the ωB97M-V functional and the def2-TZVPD basis

Geometry as XYZ:
```
9
Properties=species:S:1:pos:R:3:forces:R:3
C -1.1296 -1.0443 -1.3514 -0.877 0.082 -1.072
C -0.1767 -0.4531 -0.9169 0.782 -0.853 -0.329
C 0.8622 0.2205 -0.1079 -0.827 0.778 -0.368
C 0.0679 0.5836 1.1092 -0.857 0.095 0.069
S 0.2933 1.3981 2.4420 0.838 0.867 0.650
H -2.0174 -1.4214 -1.8920 1.216 0.315 0.830
H 1.3359 1.0377 -0.6728 -0.105 -0.121 0.481
H 1.6181 -0.3753 0.3683 0.684 -0.920 -0.621
H -0.8537 0.0543 1.0216 -0.855 -0.242 0.361
```
Forces are in eV/Å.

Computed properties:
LUMO level, eV: -0.15
Energy relative to the best compared isomer or geometry (same formula, charge and spin), kJ/mol: 290.0
Spin multiplicity: 1

Which charges does Löwdin predict for the atoms? In e, they are:
1 C 0.103
2 C -0.167
3 C -0.230
4 C -0.738
5 S 0.717
6 H 0.053
7 H 0.126
8 H 0.113
9 H 0.023